{"formula": "C33H92N10O9", "method": "ωB97M-V/def2-TZVPD", "symbols": ["C", "O", "C", "C", "C", "N", "H", "H", "H", "H", "H", "H", "H", "H", "H", "H", "H", "C", "O", "C", "C", "C", "N", "H", "H", "H", "H", "H", "H", "H", "H", "H", "H", "H", "C", "O", "C", "C", "C", "N", "H", "H", "H", "H", "H", "H", "H", "H", "H", "H", "H", "C", "O", "C", "C", "C", "N", "H", "H", "H", "H", "H", "H", "H", "H", "H", "H", "H", "C", "O", "C", "C", "C", "N", "H", "H", "H", "H", "H", "H", "H", "H", "H", "H", "H", "C", "O", "C", "C", "C", "N", "H", "H", "H", "H", "H", "H", "H", "H", "H", "H", "H", "C", "O", "C", "C", "C", "N", "H", "H", "H", "H", "H", "H", "H", "H", "H", "H", "H", "C", "O", "C", "C", "C", "N", "H", "H", "H", "H", "H", "H", "H", "H", "H", "H", "H", "N", "C", "N", "O", "H", "H", "H", "H"], "positions_angstrom": [[-0.4316, -2.9033, -7.0671], [-1.0776, -2.5117, -5.8768], [-2.4270, -2.4432, -5.6586], [-3.1000, -3.7394, -5.2573], [-3.1766, -4.8939, -6.3129], [-4.4441, -3.4422, -4.8317], [0.5509, -3.2430, -6.7393], [-0.4075, -2.0774, -7.7780], [-0.9354, -3.7823, -7.4693], [-2.5435, -1.7233, -4.8485], [-2.8354, -2.0251, -6.5787], [-2.5764, -4.0981, -4.3711], [-3.5323, -5.8663, -5.9724], [-2.2139, -5.2392, -6.6897], [-3.7653, -4.5071, -7.1448], [-4.9680, -3.0754, -5.6135], [-4.4371, -2.7211, -4.1245], [5.7268, -1.9744, -0.9204], [6.3906, -1.9501, 0.3405], [6.7877, -3.1798, 0.9185], [6.7918, -2.7915, 2.4112], [7.9522, -1.8671, 2.7248], [6.9309, -4.0146, 3.1894], [4.7707, -2.4968, -0.9525], [6.3699, -2.3352, -1.7231], [5.5909, -0.9379, -1.2290], [6.1171, -4.0024, 0.6701], [7.7548, -3.6104, 0.6591], [5.8135, -2.4267, 2.7242], [8.2721, -1.6568, 3.7453], [7.8309, -0.8372, 2.3892], [8.8543, -2.3053, 2.2978], [6.1289, -4.6271, 3.1491], [7.5843, -4.4752, 2.5721], [-0.1708, -0.9540, 7.7183], [1.1945, -1.3349, 7.7331], [1.9915, -0.5063, 8.5995], [3.3544, -1.2367, 8.5858], [3.3057, -2.4854, 9.4454], [4.3721, -0.5779, 9.4451], [-0.5365, -1.6245, 6.9407], [-0.2845, 0.0883, 7.4204], [-0.7144, -1.0836, 8.6542], [1.9233, 0.4758, 8.1317], [1.5429, -0.4139, 9.5886], [3.7153, -1.4209, 7.5739], [4.2627, -2.9754, 9.2662], [2.5185, -3.1474, 9.0847], [3.1852, -2.3870, 10.5243], [4.6158, 0.3293, 9.0741], [5.1795, -1.1454, 9.2305], [4.4817, 4.0763, -5.2782], [5.7238, 4.2316, -5.9648], [6.6633, 3.2272, -5.8851], [6.5082, 2.1777, -7.0572], [7.8806, 1.5387, -7.3848], [6.1929, 2.7728, -8.3103], [3.8138, 4.8359, -5.6845], [4.5212, 4.2247, -4.1991], [4.0264, 3.1077, -5.4846], [7.6133, 3.7617, -5.8887], [6.6995, 2.6611, -4.9544], [5.7580, 1.4273, -6.8080], [8.5881, 2.2420, -7.8240], [7.6188, 0.7643, -8.1059], [8.3417, 1.0533, -6.5246], [5.4287, 3.4270, -8.2203], [6.9440, 3.4065, -8.5436], [-3.6721, 2.8664, -10.0132], [-3.7233, 3.8179, -8.8899], [-4.9981, 4.5005, -8.7761], [-4.8976, 5.6332, -7.7581], [-4.1221, 5.3098, -6.4868], [-6.2857, 6.0920, -7.3634], [-3.5388, 3.3553, -10.9783], [-4.5678, 2.2926, -9.7754], [-2.8620, 2.1387, -9.9663], [-5.4133, 4.7655, -9.7484], [-5.7208, 3.8285, -8.3132], [-4.3421, 6.4321, -8.2492], [-4.4231, 4.3873, -5.9903], [-4.2954, 6.0950, -5.7510], [-3.0389, 5.2432, -6.5886], [-6.1971, 6.8620, -6.7159], [-6.6509, 6.4742, -8.2240], [-2.0211, -8.6469, 4.9246], [-0.9268, -8.1378, 4.2276], [-0.4225, -6.9103, 4.8202], [0.7920, -6.3684, 4.0033], [0.3552, -5.5493, 2.7761], [1.7873, -7.3450, 3.6289], [-2.6519, -9.2290, 4.2527], [-2.6201, -7.8962, 5.4400], [-1.6196, -9.2848, 5.7120], [-1.1603, -6.1174, 4.9430], [-0.0845, -7.1502, 5.8283], [1.2500, -5.7251, 4.7546], [1.2330, -5.0788, 2.3332], [-0.2100, -4.6553, 3.0395], [-0.3562, -6.1126, 2.1721], [1.4238, -8.2124, 3.9971], [1.6824, -7.5764, 2.6514], [-7.3442, -2.3548, 3.1035], [-8.3195, -2.8323, 4.0964], [-7.7859, -2.5885, 5.3968], [-8.8204, -2.7731, 6.4743], [-10.1280, -1.9093, 6.3053], [-8.1483, -2.3316, 7.6608], [-6.2908, -2.2883, 3.3756], [-7.7213, -1.4441, 2.6383], [-7.4913, -3.0945, 2.3165], [-6.9020, -3.1614, 5.6773], [-7.4779, -1.5437, 5.4355], [-9.0229, -3.8286, 6.6565], [-9.8755, -0.8801, 6.5607], [-11.0398, -2.2516, 6.7948], [-10.3321, -1.9177, 5.2346], [-8.3348, -2.9213, 8.4592], [-8.5005, -1.4114, 7.8828], [0.6907, 9.4245, -1.3336], [1.1515, 8.6499, -0.2694], [0.1624, 8.2217, 0.6822], [0.9205, 7.7069, 1.9268], [0.0558, 7.5776, 3.1673], [2.0908, 8.5570, 2.2166], [0.0239, 10.2617, -1.1270], [0.0993, 8.6779, -1.8635], [1.5238, 9.7688, -1.9464], [-0.3524, 9.1205, 1.0218], [-0.5390, 7.4905, 0.2804], [1.3395, 6.7613, 1.5825], [-0.0006, 8.5517, 3.6530], [0.5621, 6.8577, 3.8103], [-0.9623, 7.2059, 3.0520], [2.2038, 9.0163, 1.3242], [1.7108, 9.2599, 2.8344], [-0.6652, 1.4149, 1.2226], [-1.0858, 1.5086, 0.0391], [-0.0767, 1.5409, -0.7223], [-2.2500, 1.5834, -0.2500], [0.3430, 1.4392, 1.2773], [-1.2994, 1.2938, 1.9993], [0.8529, 1.3360, -0.3847], [-0.2717, 1.4514, -1.7092]], "forces_ev_per_a": [[-0.99, -0.59, 0.63], [2.60, 0.09, 1.31], [-0.10, -0.07, -1.44], [0.04, -1.29, 0.09], [0.78, 0.62, 0.16], [-0.77, -0.15, 0.17], [0.15, 0.35, -0.35], [0.18, -0.07, -0.19], [0.02, 0.10, -0.51], [-0.25, 0.03, 0.02], [-0.96, 0.13, -0.11], [0.22, -0.15, 0.02], [-0.85, 0.50, 0.54], [0.35, 0.72, -0.16], [-0.11, -0.35, -0.19], [-0.25, 0.07, -0.12], [-0.08, 0.09, 0.15], [0.95, 0.53, -0.28], [-0.16, -0.16, -1.48], [-1.03, 1.25, 0.92], [-0.89, -0.97, 0.80], [0.68, 0.82, 0.04], [1.23, -0.62, -0.08], [-0.01, -0.16, 0.37], [0.16, -0.61, 0.04], [-0.35, 0.12, 0.41], [-0.69, 0.11, 0.26], [0.64, 0.66, -0.46], [0.07, 0.73, -0.49], [-0.81, -0.84, 0.55], [-0.15, -0.22, -0.83], [0.11, 0.16, -0.39], [-0.50, 0.27, -0.06], [0.73, -1.08, 0.69], [0.62, -0.52, -0.88], [-0.28, 0.33, 1.13], [0.03, -0.99, -1.42], [-0.26, 1.02, 3.00], [-0.98, -2.02, -1.47], [0.25, 1.33, -1.24], [-0.74, 0.29, 0.13], [-0.03, 0.19, -0.19], [0.19, -0.28, 0.24], [0.76, 0.44, 0.12], [0.18, -0.29, 0.29], [-0.36, -0.07, -0.10], [-0.04, -0.41, 0.19], [0.03, -0.35, 0.01], [-0.04, 0.73, -0.25], [0.09, 0.48, -0.09], [0.58, 0.10, 0.51], [0.02, -0.03, -0.68], [-1.45, 0.99, 0.69], [0.53, -1.38, -0.50], [2.15, 0.89, 0.70], [-0.93, -1.07, 0.85], [-1.04, 1.11, -0.98], [0.06, 0.01, 0.01], [0.46, -0.04, 0.11], [0.02, -0.21, 0.01], [0.34, -0.25, -0.57], [-0.49, 0.05, 0.46], [0.06, -0.07, 0.11], [-0.19, 0.11, 0.06], [0.51, -0.03, -0.15], [0.10, 0.03, 0.08], [-0.57, -0.08, 0.10], [0.40, -0.04, -0.28], [-0.73, 0.49, 1.87], [0.45, 0.30, -1.00], [0.39, -1.34, 1.00], [0.14, 0.71, 0.26], [0.11, -0.34, 0.48], [1.28, -0.85, -1.01], [-0.77, 0.13, -0.03], [-0.33, -0.27, -1.37], [0.38, 0.45, 0.77], [0.23, 0.45, -0.13], [-0.20, -0.53, -0.13], [0.01, 0.38, -0.06], [-0.29, -0.14, -0.22], [-0.08, 0.19, -0.03], [-0.08, 0.02, -0.48], [0.06, 0.12, 0.07], [-0.57, 0.24, 0.01], [0.05, -0.59, 0.70], [0.30, 2.03, -0.43], [0.93, -1.20, -0.74], [-1.26, 1.03, 0.36], [-0.28, 0.68, 1.17], [-0.34, -1.16, -0.04], [0.07, 0.03, 0.01], [-0.13, 0.31, -0.27], [-0.26, -0.40, 0.22], [-0.40, -0.09, -0.37], [0.17, -0.13, 0.24], [0.17, 0.51, -0.17], [0.03, -0.73, -0.75], [-0.25, -0.01, 0.57], [0.67, -0.19, -0.57], [0.41, -0.53, 0.59], [0.12, 0.45, -0.52], [-2.15, -1.19, -0.81], [2.19, 0.48, 0.14], [-0.99, 0.71, -0.63], [-1.35, 0.20, 0.69], [1.05, -0.93, -1.59], [0.68, 0.40, 1.49], [-0.26, -0.08, 0.50], [0.24, 0.44, 0.46], [0.62, -0.07, -0.20], [0.05, -0.42, -0.36], [0.12, 0.34, 0.12], [-0.36, -0.13, -0.61], [-0.18, 0.05, 0.15], [0.38, -0.08, 0.38], [-0.31, 0.16, -0.11], [-0.02, 0.03, 0.03], [0.30, 0.09, 0.33], [-0.86, -1.24, -0.86], [0.43, -0.10, 1.39], [0.79, 1.24, 0.57], [0.18, -0.50, -1.25], [0.30, -0.52, 0.02], [-1.05, -0.17, 0.06], [0.11, 0.17, 0.67], [-0.30, 0.50, -1.09], [0.04, -0.15, 0.20], [-0.59, 0.18, -0.17], [0.01, -0.07, -0.16], [-0.13, -0.46, 0.40], [-0.06, -0.03, 0.17], [-0.05, 0.26, 0.38], [0.02, 0.02, -0.47], [0.82, 0.37, -0.12], [0.36, 0.49, 0.26], [1.83, -0.58, 7.26], [-4.13, 0.22, -0.21], [4.53, 0.21, -6.61], [-2.21, 0.02, -1.30], [-0.58, -0.15, 1.49], [0.47, 0.16, -0.11], [-0.34, -0.01, -0.60], [0.42, 0.13, 0.08]], "smiles": "COC[C@H](C)N.COC[C@H](C)N.COC[C@H](C)N.COC[C@H](C)N.COC[C@H](C)N.COC[C@H](C)N.COC[C@H](C)N.COC[C@H](C)N.NC(N)=O", "energy_ev": -69032.131, "homo_energy_ha": -0.3306, "total_charge": 0, "lumo_ev": -0.0344, "gap_ev": 8.96}